No. 1
This record from the OMol25 dataset describes C16H14BF4IrN2O2S as an isolated structure at a distorted geometry. The level of theory is wB97M-V/def2-TZVPD.

Geometry as XYZ:
```
41
C16H14BF4IrN2O2S wB97M-V/def2-TZVPD
H 2.673 2.409 -0.475
C -3.538 -2.917 -0.215
H -5.827 -0.394 -0.299
H 3.309 -1.640 1.078
H 3.565 0.310 2.803
N 2.771 -0.327 -0.456
H 4.545 -0.456 0.714
C 0.082 4.586 -0.490
O 0.536 -0.133 1.478
C 1.577 -0.254 2.377
H -3.505 -3.997 -0.158
C -0.746 2.345 -0.448
C -4.869 -0.896 -0.292
F 2.400 -3.225 -0.160
F 0.302 -4.152 -0.314
F 1.621 -3.953 -2.191
C 1.643 2.742 -0.469
H 2.223 4.790 -0.510
H 2.754 1.327 1.591
C 0.576 1.819 -0.437
C 3.471 -0.593 0.839
S -3.463 1.537 -0.407
C -4.783 -2.265 -0.231
C -0.987 3.712 -0.469
Ir 0.674 -0.112 -0.390
O 1.329 -0.787 3.407
C -2.429 -0.823 -0.336
H -0.085 5.654 -0.508
H -1.408 -2.728 -0.244
N -1.376 0.079 -0.393
C -2.357 -2.216 -0.267
H 2.924 -1.134 -1.067
F 0.711 -2.029 -1.231
H -2.004 4.084 -0.466
C 1.396 4.093 -0.493
C -1.776 1.333 -0.414
B 1.317 -3.524 -0.953
C 2.905 0.304 1.941
H 3.213 0.464 -0.916
H -5.690 -2.851 -0.190
C -3.673 -0.178 -0.340
```

Values from the calculation:
ΔE to the lowest compared entry with this formula, charge and spin, kcal per mole: 16.6
Total energy, eV: -49114.4472
Multiplicity: 2
HOMO energy (alpha / beta), eV: -12.3 / -12.3
Total charge: +1
Expectation value of S²: 0.77
HOMO-LUMO gap (alpha / beta), eV: 6.79 / 5.50

No. 2
This record from the OMol25 dataset describes C16H14BF5MgN6 as an isolated structure at a distorted geometry. The level of theory is wB97M-V/def2-TZVPD.

Geometry as XYZ:
```
43
C16H14BF5MgN6 wB97M-V/def2-TZVPD
H -1.315 0.278 -4.555
C -0.860 -2.673 0.635
B 0.563 0.615 -2.502
C -0.805 0.865 4.486
C 0.865 -0.482 2.766
N 1.515 -0.504 -2.001
N 1.119 -1.258 -0.915
H 1.221 3.454 -2.530
H 1.943 -2.971 0.007
N -1.533 -0.460 -1.399
C 0.827 3.082 -1.596
C 2.674 -0.976 -2.498
F 1.804 -1.026 1.948
F -1.658 1.530 5.281
N -0.860 0.013 -2.548
N 0.543 1.772 -1.451
C 2.038 -2.217 -0.762
C 0.513 3.726 -0.392
C 1.281 -0.223 4.091
H -0.341 2.800 1.469
H -1.478 -3.209 -0.094
H -1.277 -2.844 1.635
N 0.031 1.527 -0.195
H 0.145 -3.074 0.582
H -3.734 -0.838 -3.821
H 0.603 4.765 -0.160
H 3.915 -2.704 -1.846
F 0.781 0.665 6.241
C 0.024 2.701 0.455
C 0.427 0.439 4.962
F 2.506 -0.598 4.497
Mg -1.402 -0.638 0.342
H 0.940 1.033 -3.554
F -2.298 1.244 2.711
C -2.773 -0.827 -1.830
C 3.050 -2.079 -1.735
H 3.128 -0.495 -3.352
H -2.526 1.030 0.140
C -1.667 -0.075 -3.604
C -0.384 -0.134 2.302
H -3.511 -1.226 -1.141
C -2.880 -0.626 -3.213
C -1.158 0.620 3.146
```

Values from the calculation:
ΔE to the lowest compared entry with this formula, charge and spin, kcal per mole: 215.6
Total energy, eV: -45461.5186
Multiplicity: 1
HOMO energy (alpha / beta), eV: -7.7 / -8.7
Total charge: 0
HOMO-LUMO gap (alpha / beta), eV: 4.24 / 4.74

No. 3
This record from the OMol25 dataset describes C16H14BF5MnN6 as an isolated structure at a distorted geometry. The level of theory is wB97M-V/def2-TZVPD.

Geometry as XYZ:
```
43
C16H14BF5MnN6 wB97M-V/def2-TZVPD
H -3.575 -2.533 0.838
H -2.462 -3.009 -4.081
H 0.147 0.623 -2.292
N -1.244 -1.277 -1.558
C 0.220 -3.221 2.515
C 3.972 2.475 -0.147
N -2.904 -0.348 0.800
H 0.724 -3.878 3.194
H -3.747 -3.360 -1.657
F 2.703 4.462 0.119
C -2.513 1.813 0.694
C -2.897 -2.741 -1.926
H -0.478 -1.204 -3.547
C -2.235 -2.548 -3.136
C 3.991 1.095 -0.341
H -1.964 -3.817 2.547
Mn -0.199 -0.037 -0.566
H 0.304 1.133 -4.085
C 1.562 2.372 -0.020
F 0.392 3.080 0.055
H -0.018 2.399 -2.863
H -4.455 2.401 1.607
N -0.166 -1.596 0.997
N -2.307 -1.985 -0.987
F 5.161 0.451 -0.512
C 0.506 1.446 -3.049
F 2.848 -0.947 -0.702
H 1.590 1.618 -2.952
C -3.985 0.257 1.335
C 2.748 3.122 0.003
C -3.776 1.636 1.277
N -1.354 -2.246 1.293
N -1.973 0.605 0.407
C 0.791 -2.192 1.743
B -2.643 -1.852 0.527
C -1.205 -1.628 -2.874
F 5.123 3.175 -0.124
H -4.800 -0.339 1.702
C 1.537 0.996 -0.218
H -1.999 2.737 0.465
C -1.137 -3.212 2.200
C 2.776 0.386 -0.391
H 1.833 -1.892 1.701
```

Values from the calculation:
Total energy, eV: -71323.7624
Multiplicity: 4
HOMO energy (alpha / beta), eV: -15.7 / -15.7
Total charge: +2
Expectation value of S²: 4.06
HOMO-LUMO gap (alpha / beta), eV: 4.76 / 4.73

No. 4
This record from the OMol25 dataset describes C16H14BF5N6OPd as an isolated structure at a distorted geometry. The level of theory is wB97M-V/def2-TZVPD.

Geometry as XYZ:
```
44
C16H14BF5N6OPd wB97M-V/def2-TZVPD
N -0.986 -2.839 -1.192
O -2.424 1.099 1.131
H -1.894 1.591 -4.480
H 3.888 3.624 1.101
H -2.169 -2.250 1.760
F -0.545 5.090 2.770
C -0.618 1.781 4.208
C -2.357 -3.908 0.192
C -1.486 1.642 1.920
C -1.302 1.200 -2.396
H 2.314 3.857 1.862
N -1.101 -2.084 -0.034
C -1.025 1.020 3.130
B -0.165 -2.323 -2.403
C -0.537 3.171 4.129
H -1.440 2.090 -1.797
H -1.199 -1.075 -4.798
H 2.680 2.235 1.101
C 3.515 -2.068 -1.659
C 3.087 3.106 1.649
N -0.671 -0.900 -2.783
C -1.141 3.037 1.788
C -0.736 3.763 2.884
F -0.365 1.194 5.390
H 3.480 2.784 2.549
N 1.305 -2.134 -1.943
C 2.847 -1.276 -0.686
C 2.495 -2.618 -2.450
N -0.770 0.095 -1.822
H 4.580 -2.218 -1.760
F -0.219 3.916 5.204
F -1.261 3.650 0.589
H -1.798 -4.617 -1.888
H -0.248 -3.071 -3.331
H 2.574 -3.313 -3.297
C -1.141 -0.417 -3.939
Pd -0.829 -0.126 0.235
C -1.746 -3.917 -1.051
C -1.963 -2.706 0.824
N 1.556 -1.342 -0.902
H 3.313 -0.671 0.083
C -1.515 0.907 -3.748
F -1.002 -0.335 3.224
H -2.981 -4.645 0.637
```

Values from the calculation:
ΔE to the lowest compared entry with this formula, charge and spin, kcal per mole: 39.1
Total energy, eV: -45548.2142
Multiplicity: 3
HOMO energy (alpha / beta), eV: -8.6 / -8.8
Total charge: 0
Expectation value of S²: 2.03
HOMO-LUMO gap (alpha / beta), eV: 8.42 / 6.55